This record from OMol25 describes C38H50AsClF2N4O7Si3Tl as an isolated structure at a distorted geometry. The level of theory is ωB97M-V with the def2-TZVPD basis set.

Results
* HOMO level (alpha / beta): -3.70 / -3.70 eV
* gap between HOMO and LUMO (alpha / beta): 3.5 / 3.5 eV
* net charge: -1
* energy: -167632.0762 eV

Last column: Löwdin charge in e.
Cartesian coordinates (Å):
1 Tl 0.0550 0.1503 -0.9725  1.232
2 O -2.5504 -1.1212 -6.3016  0.023
3 C -2.6673 0.1818 -6.1400  -0.309
4 C -3.4687 0.9219 -7.0399  -0.025
5 C -3.3200 2.3044 -7.1252  -0.108
6 C -2.5337 3.0011 -6.2047  -0.122
7 C -1.8482 2.2944 -5.2502  -0.046
8 C -1.9781 0.9082 -5.1405  -0.067
9 C -1.0077 0.2490 -4.2194  -0.486
10 O -0.3843 0.8844 -3.3884  -0.092
11 N -0.7949 -1.0571 -4.4778  0.001
12 N 0.3319 -1.5089 -3.9202  0.061
13 C 0.6782 -2.6464 -4.5036  -0.089
14 C 1.8126 -3.3702 -4.0649  -0.123
15 C 2.2484 -4.3965 -4.9539  -0.084
16 C 3.2014 -5.3020 -4.5696  -0.133
17 C 3.6608 -5.2421 -3.2457  -0.151
18 C 3.4070 -4.2685 -2.3825  -0.053
19 C 2.4957 -3.1761 -2.7077  -0.336
20 O 2.2656 -2.2351 -1.8902  -0.101
21 H -1.8308 -1.3400 -5.5402  0.076
22 H -4.2148 0.4473 -7.6838  0.107
23 H -3.8024 2.8042 -7.9525  0.089
24 H -2.4599 4.0743 -6.2569  0.083
25 H -1.1296 2.7740 -4.5555  0.114
26 H 0.1097 -3.0308 -5.3620  0.123
27 H 1.8190 -4.5065 -5.9800  0.115
28 H 3.6490 -5.9842 -5.2493  0.076
29 H 4.2288 -6.0973 -2.8614  0.101
30 H 3.8700 -4.2368 -1.3927  0.101
31 Cl -6.6126 -2.9196 1.9658  0.658
32 C -5.2462 -2.0094 1.5596  -0.728
33 C -4.8334 -0.9505 2.4464  -0.092
34 C -3.7482 -0.1805 2.1460  -0.027
35 C -2.9913 -0.3758 0.9502  -0.377
36 O -2.1053 0.4778 0.6444  -0.151
37 C -3.4036 -1.4900 0.1009  -0.124
38 C -2.7597 -1.8439 -1.1493  -0.151
39 O -1.7250 -1.3525 -1.6730  -0.146
40 C -4.4690 -2.3145 0.4690  -0.093
41 H -5.4864 -0.7994 3.3267  0.106
42 H -3.4636 0.6815 2.7464  0.118
43 H -3.2467 -2.6293 -1.7641  0.136
44 H -4.7038 -3.1908 -0.1248  0.110
45 C 3.6684 -3.7851 3.1276  -0.228
46 Si 2.2601 -2.5742 2.7714  0.308
47 C 0.9624 -2.9270 4.1134  -0.234
48 C 1.4702 -3.1294 1.1451  -0.201
49 As 2.7660 -0.1545 2.7977  0.779
50 Si 5.0844 -0.4496 2.2973  0.303
51 C 5.1812 -1.3787 0.6392  -0.228
52 C 5.9293 1.2321 1.9241  -0.222
53 C 6.0278 -1.1561 3.8272  -0.220
54 Si 2.6369 1.0025 4.8045  0.208
55 C 3.3257 -0.0585 6.1718  -0.244
56 C 3.5397 2.6440 4.6476  -0.213
57 C 0.8150 1.4299 5.0577  -0.224
58 H 3.3947 -4.8344 2.8391  0.049
59 H 3.9842 -3.8019 4.1705  0.020
60 H 4.5183 -3.4602 2.5313  -0.012
61 H 0.8368 -4.0256 4.0198  0.035
62 H 0.0371 -2.4120 3.7387  0.039
63 H 1.2373 -2.6446 5.1066  -0.005
64 H 1.8248 -2.6966 0.2380  -0.031
65 H 0.3711 -3.0012 1.2177  0.038
66 H 1.6967 -4.2160 1.0286  0.048
67 H 4.6385 -0.7893 -0.1370  0.045
68 H 4.8036 -2.3928 0.5821  -0.001
69 H 6.2279 -1.4221 0.2798  0.035
70 H 5.2117 2.0558 1.9648  0.007
71 H 6.3189 1.3114 0.9298  0.009
72 H 6.7192 1.5008 2.6144  0.013
73 H 6.6370 -1.9939 3.4783  0.020
74 H 5.3281 -1.6397 4.4971  -0.012
75 H 6.6260 -0.3726 4.2953  0.019
76 H 2.7121 0.2178 7.0649  0.032
77 H 4.3495 0.1614 6.4536  0.017
78 H 3.2023 -1.1669 6.1321  0.029
79 H 4.5873 2.4928 4.8155  0.013
80 H 3.1896 3.3100 5.4387  0.032
81 H 3.3441 3.0516 3.6706  0.018
82 H 0.2405 0.5296 5.2417  0.020
83 H 0.4274 2.0058 4.2186  0.029
84 H 0.6476 2.0690 5.9161  0.021
85 O -6.8297 3.5109 2.5250  -0.069
86 C -7.2069 4.3073 1.4297  -0.242
87 N -6.1056 4.4913 0.4796  0.098
88 C -5.1660 3.5444 0.2547  -0.378
89 O -5.1865 2.4086 0.7949  0.032
90 C -4.0640 3.9256 -0.6881  -0.094
91 C -4.0387 5.0403 -1.5692  -0.027
92 C -2.9017 5.2379 -2.3505  -0.054
93 C -1.7462 4.4276 -2.1070  -0.108
94 N -1.7891 3.3700 -1.2854  0.100
95 C -2.9488 3.0669 -0.7076  -0.049
96 H -6.1818 2.8242 2.2163  0.071
97 H -7.5466 5.2825 1.7447  0.113
98 H -8.0974 3.7672 0.9735  0.136
99 H -6.1939 5.3046 -0.0819  0.113
100 H -4.8974 5.7280 -1.7245  0.111
101 H -2.8360 6.0691 -3.0478  0.096
102 H -0.7751 4.6698 -2.4985  0.103
103 H -2.9869 2.1537 -0.0944  0.099
104 F 0.6461 2.7638 0.8350  -0.016
105 C 1.2689 2.1154 -0.1724  -0.395
106 F 1.4998 3.0907 -1.1236  -0.026
107 H 2.2565 1.7898 0.2148  0.062


This record from OMol25 describes C38H50BBiN10O5Sb2 as an isolated structure. The level of theory is ωB97M-V with the def2-TZVPD basis set.

Results
* HOMO level (alpha / beta): -9.59 / -10.35 eV
* gap between HOMO and LUMO (alpha / beta): 7.1 / 6.9 eV
* net charge: +1
* multiplicity: 2
* energy: -84942.8404 eV

Last column: Löwdin spin population.
Cartesian coordinates (Å):
1 Bi -0.3747 0.2954 0.2807  -0.002
2 C -3.3407 -2.6790 2.0494  0.000
3 C -3.2708 -2.5645 0.5633  0.000
4 C -4.0019 -3.3158 -0.3629  0.000
5 C -3.6197 -2.8306 -1.5921  0.000
6 N -2.7079 -1.8707 -1.3943  0.000
7 N -2.4726 -1.6922 -0.0627  0.000
8 B -1.8925 -1.0853 -2.4174  0.000
9 N -0.4299 -1.5685 -2.4283  0.000
10 C -0.0156 -2.7783 -2.8528  0.000
11 C 1.3514 -2.8393 -2.7131  0.000
12 C 1.7054 -1.5911 -2.1754  0.000
13 C 3.0665 -1.0708 -1.8528  0.000
14 N 0.6238 -0.8443 -1.9837  -0.001
15 N -1.3301 1.3202 -2.4323  0.001
16 C -1.5190 1.9152 -3.6118  0.000
17 C -0.5806 2.9332 -3.6567  0.001
18 C 0.1153 2.8741 -2.4414  0.000
19 C 1.2515 3.7183 -1.9703  0.000
20 N -0.3712 1.8761 -1.7005  0.002
21 N -2.4665 -1.1375 -3.8081  0.000
22 C -1.8232 -1.1965 -5.0031  0.000
23 C -2.7420 -0.9383 -5.9847  0.000
24 C -3.9545 -0.7130 -5.2920  0.000
25 C -5.2933 -0.3758 -5.8633  0.000
26 N -3.7778 -0.8251 -3.9877  0.000
27 H -3.8605 -3.5946 2.3269  0.000
28 H -2.3415 -2.7118 2.4811  0.000
29 H -3.8826 -1.8480 2.4996  0.000
30 H -4.7200 -4.0878 -0.1542  0.000
31 H -3.9404 -3.0813 -2.5879  0.000
32 H -0.7167 -3.4970 -3.2415  0.000
33 H 2.0065 -3.6452 -2.9907  0.000
34 H 3.8093 -1.5061 -2.5200  0.000
35 H 3.0952 0.0113 -1.9730  0.000
36 H 3.3535 -1.3129 -0.8300  0.000
37 H -2.2749 1.5749 -4.2974  0.000
38 H -0.4229 3.6304 -4.4591  0.000
39 H 1.3004 4.6362 -2.5521  0.000
40 H 1.1491 3.9810 -0.9177  0.000
41 H 2.1992 3.1920 -2.0994  0.000
42 H -0.7726 -1.4175 -5.0651  0.000
43 H -2.5813 -0.9210 -7.0479  0.000
44 H -5.3626 -0.6996 -6.9001  0.000
45 H -6.0859 -0.8553 -5.2924  0.000
46 H -5.4672 0.7009 -5.8368  0.000
47 O 0.1892 4.2781 1.6051  0.005
48 C -0.2537 3.1916 1.3258  -0.001
49 O 0.4686 2.1218 1.1469  -0.004
50 C -1.7540 2.9998 1.1749  0.032
51 C -2.5825 4.0451 1.4941  0.143
52 C -3.9778 3.8784 1.3661  0.046
53 C -4.4570 2.7083 0.8691  0.100
54 C -3.5333 1.6719 0.5128  0.099
55 N -2.1800 1.8003 0.7317  0.204
56 C -4.1303 0.6146 -0.1188  0.197
57 O -4.8381 -0.1836 -0.5481  0.160
58 O -2.0214 0.3136 -1.8377  0.003
59 H -2.1319 4.9642 1.8336  0.006
60 H -4.6563 4.6730 1.6397  0.000
61 H -5.5139 2.5409 0.7179  0.003
62 C 0.5420 1.1876 4.3630  0.000
63 Sb -0.6591 -0.1944 3.2714  0.003
64 C -2.5364 0.6671 3.8710  0.000
65 C -0.5990 -1.7570 4.7583  0.002
66 C 0.7559 -2.3513 4.9851  0.000
67 C 1.5729 -1.7919 5.9684  0.000
68 C 2.8176 -2.3179 6.2682  0.000
69 C 3.2541 -3.4487 5.5920  0.000
70 C 2.4439 -4.0224 4.6278  0.000
71 C 1.2023 -3.4840 4.2871  0.000
72 C 0.3965 -4.1458 3.2148  0.000
73 Sb 0.7922 -3.3937 1.1916  0.000
74 C 0.2772 -5.2401 0.2304  0.000
75 C 2.8910 -3.8208 1.3140  0.000
76 H -0.0418 1.5340 5.2155  0.000
77 H 0.8264 2.0272 3.7322  0.000
78 H 1.4384 0.6831 4.7165  0.000
79 H -2.7482 0.3929 4.9036  0.000
80 H -3.3526 0.3364 3.2362  0.000
81 H -2.4536 1.7512 3.7997  0.000
82 H -1.3454 -2.5010 4.4888  0.000
83 H -0.9465 -1.2138 5.6358  0.000
84 H 1.2052 -0.9407 6.5292  0.000
85 H 3.4240 -1.8705 7.0438  0.000
86 H 4.2102 -3.8940 5.8288  0.000
87 H 2.7773 -4.9169 4.1158  0.000
88 H -0.6741 -4.0735 3.4060  0.000
89 H 0.6525 -5.2028 3.1428  0.000
90 H 0.6646 -6.0755 0.8103  0.000
91 H 0.7176 -5.2517 -0.7655  0.000
92 H -0.8026 -5.3312 0.1329  0.000
93 H 3.0344 -4.8791 1.5256  0.000
94 H 3.3352 -3.2268 2.1096  0.000
95 H 3.3762 -3.5773 0.3732  0.000
96 C 3.9549 0.1759 3.3738  0.000
97 N 3.8638 0.9117 2.1231  0.000
98 C 4.9148 1.8700 1.8334  0.000
99 C 2.8740 0.6957 1.2680  0.000
100 O 1.9564 -0.1173 1.4548  -0.001
101 H 4.8552 -0.4401 3.3824  0.000
102 H 3.0836 -0.4646 3.4782  0.000
103 H 3.9978 0.8788 4.2062  0.000
104 H 5.0214 2.5619 2.6690  0.000
105 H 4.6586 2.4377 0.9416  0.000
106 H 5.8664 1.3607 1.6726  0.000
107 H 2.9273 1.3132 0.3660  0.000


This record from OMol25 describes C38H50N5NaO4 as an isolated structure. The level of theory is ωB97M-V with the def2-TZVPD basis set.

Results
* HOMO level: -7.62 eV
* gap between HOMO and LUMO: 7.5 eV
* energy: -60276.7237 eV

Last column: Löwdin charge in e.
Cartesian coordinates (Å):
1 Na -0.0004 0.5152 -0.5405  0.370
2 C -3.2682 -1.1063 6.1981  -0.056
3 C -2.5073 -0.6470 4.9852  -0.264
4 C -1.3649 0.1353 5.1022  0.025
5 C -0.6606 0.5745 3.9916  -0.091
6 C 0.5503 1.4687 4.1571  -0.311
7 N 1.5082 0.8787 5.0471  0.010
8 C 2.0395 -0.4087 4.5998  -0.187
9 C 3.5754 -0.4462 4.5363  -0.152
10 C 4.0694 -0.9102 3.1750  -0.177
11 N 3.6149 0.0259 2.1575  0.069
12 C 3.1703 -0.2436 0.9461  0.004
13 C 3.1352 -1.4341 0.2285  -0.100
14 C 3.7775 -2.6743 0.5288  -0.002
15 C 3.4291 -3.8350 -0.0925  -0.276
16 C 4.1422 -5.1311 0.1527  -0.060
17 C 2.3037 -3.8044 -0.9676  0.022
18 C 1.6617 -2.6546 -1.3170  -0.105
19 C 0.3841 -2.7250 -2.0260  -0.102
20 N -0.5352 -1.8602 -1.9263  0.087
21 C -1.7831 -2.1687 -2.5952  -0.226
22 C -2.9498 -2.3031 -1.6273  -0.163
23 C -3.4175 -1.0105 -0.9631  -0.218
24 N -2.5194 -0.5537 0.0898  0.066
25 C -2.9034 -0.8426 1.2677  -0.099
26 C -2.2807 -0.5295 2.5581  -0.099
27 C -2.9495 -0.9580 3.7055  0.003
28 C -1.1021 0.2192 2.7154  -0.203
29 O -0.4117 0.6016 1.6478  -0.022
30 C 2.1998 -1.3734 -0.8860  -0.316
31 O 1.8178 -0.3093 -1.3938  -0.028
32 H -2.6193 -1.1768 7.0707  0.075
33 H -3.7165 -2.0864 6.0343  0.075
34 H -4.0768 -0.4153 6.4475  0.081
35 H -0.9962 0.4056 6.0859  0.128
36 H 0.2306 2.4149 4.6129  0.159
37 H 2.2523 1.5427 5.2164  0.109
38 H 1.6496 -0.6273 3.6006  0.118
39 H 1.6778 -1.2043 5.2568  0.117
40 H 3.9944 -1.0990 5.3030  0.113
41 H 3.9913 0.5472 4.7356  0.113
42 H 3.6499 -1.8904 2.9403  0.116
43 H 5.1591 -0.9998 3.1538  0.126
44 H 3.3162 0.9346 2.4955  0.139
45 H 2.6595 0.6055 0.4956  0.125
46 H 4.5989 -2.6892 1.2342  0.108
47 H 4.8902 -5.0193 0.9376  0.073
48 H 4.6550 -5.4858 -0.7438  0.080
49 H 3.4540 -5.9200 0.4635  0.078
50 H 1.9226 -4.7502 -1.3446  0.124
51 H 0.2242 -3.6521 -2.5988  0.126
52 H -1.6927 -3.0908 -3.1899  0.111
53 H -1.9988 -1.3497 -3.2843  0.084
54 H -2.7160 -3.0415 -0.8546  0.116
55 H -3.7954 -2.7048 -2.1941  0.113
56 H -4.4268 -1.1696 -0.5590  0.107
57 H -3.4880 -0.2199 -1.7147  0.101
58 H -3.8550 -1.3800 1.4061  0.120
59 H -3.8544 -1.5454 3.5879  0.117
60 C -2.8087 3.4536 -2.6999  -0.038
61 C -1.6894 2.5734 -3.2028  -0.173
62 C -0.3584 2.8751 -2.8870  -0.179
63 C 0.0075 4.0698 -2.0438  -0.046
64 C 0.6806 2.0791 -3.3880  -0.181
65 C 2.1029 2.4341 -3.0471  -0.028
66 C 0.3939 0.9978 -4.2236  -0.178
67 C 1.5034 0.1015 -4.7063  -0.041
68 C -0.9276 0.7418 -4.6009  -0.192
69 C -1.1986 -0.3098 -5.6493  -0.049
70 C -1.9733 1.4878 -4.0444  -0.186
71 C -3.4046 1.1184 -4.3549  -0.061
72 H -3.0963 3.2251 -1.6689  0.083
73 H -3.7021 3.3625 -3.3117  0.066
74 H -2.5284 4.5052 -2.7183  0.077
75 H 0.6894 3.7898 -1.2386  0.074
76 H -0.8556 4.5496 -1.5916  0.060
77 H 0.5066 4.8306 -2.6506  0.092
78 H 2.3696 2.0788 -2.0495  0.083
79 H 2.2493 3.5137 -3.0622  0.077
80 H 2.8088 2.0009 -3.7504  0.074
81 H 2.2213 -0.0707 -3.9077  0.067
82 H 2.0416 0.5293 -5.5580  0.093
83 H 1.1266 -0.8714 -5.0153  0.068
84 H -1.1856 -1.3306 -5.2555  0.074
85 H -0.4389 -0.2708 -6.4295  0.082
86 H -2.1599 -0.1589 -6.1349  0.071
87 H -3.8051 1.6723 -5.2098  0.093
88 H -4.0635 1.3187 -3.5118  0.066
89 H -3.5061 0.0588 -4.5870  0.066
90 N -1.7222 3.1015 0.9771  0.056
91 C -0.7303 3.0193 2.0297  -0.161
92 C 0.3631 1.9719 1.7561  -0.628
93 O 1.1989 1.7698 2.9088  -0.006
94 O 1.0087 2.0820 0.6752  -0.068
95 H -1.2534 3.2379 0.0912  0.034
96 H -2.2260 2.2226 0.9108  0.061
97 H -1.2457 2.8425 2.9755  0.114
98 H -0.2073 3.9744 2.1254  0.134


Question: Look up the energy of the third one.
Answer: -60276.7237 eV


Question: The lowest energy belongs to which entry?
Answer: C38H50AsClF2N4O7Si3Tl


Question: Among the records above, which one has the highest energy?
Answer: C38H50N5NaO4


Question: Which of these has the lowest energy?
Answer: C38H50AsClF2N4O7Si3Tl